Formula: C23H39BClF3N3O13
Source: the OMol25 dataset
Level of theory: wB97M-V/def2-TZVPD

Cartesian coordinates (Å):
C -2.704369 2.034845 2.864484
C -2.141553 2.880436 1.725444
O -1.065614 2.178414 1.106419
C -0.855907 2.564024 -0.238014
C 0.591128 2.336353 -0.598992
C 1.042584 0.880010 -0.404806
C 0.565881 0.045224 -1.574393
C 0.927354 -1.421964 -1.522946
N 0.435558 -2.130969 -0.335285
C 1.411047 -2.978541 0.377762
C 2.444312 -2.157037 1.164776
C 3.889203 -2.416694 0.719504
O 4.398275 -1.333559 -0.052143
C -0.796608 -2.065078 0.039953
N -1.771820 -1.371221 -0.591864
C -3.095352 -1.862780 -0.190504
Cl -4.145949 -0.616752 0.489582
C -2.706984 -3.070244 0.685462
B -3.727048 -3.788475 1.700216
O -3.284277 -4.726526 2.588467
O -5.050305 -3.486444 1.702838
N -1.346957 -2.745497 1.140522
C -1.183384 -2.116266 2.420342
F -0.025149 -1.401874 2.416943
F -1.106900 -3.060026 3.396991
F -2.205630 -1.285481 2.721220
H -3.774463 1.906928 2.736277
H -2.239622 1.059974 2.815412
H -2.545983 2.500561 3.827570
H -2.915986 3.129094 1.004292
H -1.742830 3.814848 2.117486
H -1.121236 3.611246 -0.383047
H -1.503575 1.998162 -0.911394
H 1.251962 3.028384 -0.089245
H 0.679965 2.551492 -1.667452
H 0.623057 0.556752 0.544512
H 2.126581 0.903638 -0.343733
H 1.008891 0.436329 -2.486958
H -0.496254 0.192057 -1.693107
H 2.010309 -1.492491 -1.506071
H 0.609346 -1.966426 -2.409478
H 1.935677 -3.510149 -0.411453
H 0.907526 -3.733328 0.963067
H 2.213200 -1.102443 1.106558
H 2.390021 -2.468513 2.200896
H 4.498449 -2.564827 1.605291
H 3.956173 -3.323245 0.128079
H 4.705072 -0.678975 0.574179
H -1.707021 -1.223974 -1.595398
H -3.604794 -2.168118 -1.094121
H -2.567227 -3.843878 -0.078965
H -2.783920 -5.430537 2.176772
H -5.349302 -3.170708 0.848579
C 2.180273 -4.502172 6.036517
C 1.285815 -3.295789 6.236275
O 2.117498 -2.223679 5.772461
C 3.035532 -2.732073 4.924590
O 3.770442 -2.080840 4.255192
O 3.009192 -4.084088 4.941806
H 1.635643 -5.405626 5.777620
H 2.816454 -4.701392 6.899302
H 0.387499 -3.334256 5.619238
H 1.001356 -3.134591 7.271873
C -1.387239 1.890928 -6.165106
C -1.102067 2.752123 -4.954932
O -1.605395 1.928513 -3.879670
C -1.610408 0.649530 -4.300988
O -1.835399 -0.293771 -3.599615
O -1.348277 0.563557 -5.610152
H -0.649260 1.997941 -6.953667
H -2.380911 2.063401 -6.578250
H -0.034606 2.916383 -4.801716
H -1.608825 3.710174 -4.980819
C 1.648399 6.248917 -2.626259
C 2.700197 5.765439 -3.604032
O 1.900124 5.204310 -4.654503
C 0.678396 5.786713 -4.612097
O -0.151390 5.677406 -5.453324
O 0.536327 6.518979 -3.486776
H 1.938105 7.146239 -2.087037
H 1.357063 5.479261 -1.912272
H 3.295888 6.580289 -4.016366
H 3.364020 5.012440 -3.187815

Atomic forces in eV per Å
-0.195 0.274 -0.463
0.247 -0.103 0.444
-0.230 -0.064 -0.202
0.120 0.123 0.233
-0.055 -0.301 -0.661
-0.059 0.853 0.040
-0.006 0.128 0.007
0.323 0.266 -0.117
-0.051 -0.475 0.580
0.548 0.317 -0.550
0.096 -1.022 0.132
-0.142 0.592 0.273
-0.114 -0.372 -0.289
-0.551 0.770 -0.028
-0.425 -0.827 -0.523
0.281 -0.120 -0.134
0.104 0.226 0.203
-0.638 -0.094 -0.330
-0.334 0.287 0.598
-0.307 0.110 -0.230
0.366 -0.543 -0.286
0.419 -0.062 0.221
0.494 -0.104 0.654
-1.150 -0.597 0.177
-0.033 1.085 -0.848
0.789 -0.747 -0.040
-0.170 -0.106 0.061
0.089 -0.139 0.213
0.167 -0.065 0.240
-0.085 -0.089 -0.264
-0.010 0.269 -0.039
0.058 0.234 0.025
-0.208 -0.188 -0.023
0.002 0.076 0.346
0.090 0.220 -0.124
0.111 -0.299 0.168
0.215 -0.395 0.090
0.148 0.008 -0.195
-0.104 0.140 -0.119
0.182 -0.128 0.214
-0.287 -0.042 -0.137
-0.016 -0.151 -0.188
-0.326 0.097 0.233
0.040 0.227 0.068
-0.181 0.210 0.250
0.175 -0.027 0.127
0.075 -0.097 -0.256
0.175 0.284 0.063
0.204 0.515 -0.048
-0.135 -0.224 -0.090
0.186 -0.229 0.015
0.503 -0.118 0.200
-0.324 0.650 0.086
-0.046 -0.088 0.103
-0.091 -0.067 0.078
-0.054 -0.040 -0.015
0.001 -0.043 0.230
0.045 0.070 -0.245
-0.086 -0.009 -0.009
0.070 0.003 -0.157
0.014 0.040 0.000
0.006 -0.003 -0.036
0.103 0.141 0.008
-0.009 0.203 -0.162
0.029 0.107 -0.093
0.088 -0.224 -0.010
-0.117 0.382 -0.246
0.005 -0.354 0.409
0.023 -0.032 0.053
0.070 -0.179 0.040
-0.022 -0.026 0.041
-0.011 -0.050 0.025
-0.091 -0.035 0.172
0.105 0.045 0.081
0.139 0.035 0.073
-0.037 -0.047 0.085
0.199 0.266 0.091
-0.185 -0.195 -0.145
0.022 -0.053 0.026
-0.115 0.084 -0.089
-0.017 -0.076 0.034
-0.036 0.020 -0.012
-0.074 -0.110 -0.110

Summary:
HOMO energy: -11.81 eV
Net charge: +1
Kohn-Sham gap: 9.31 eV

For reference, the Löwdin charges in units of e are:
1 C -0.059
2 C -0.252
3 O -0.161
4 C -0.230
5 C -0.163
6 C -0.174
7 C -0.184
8 C -0.082
9 N 0.031
10 C -0.084
11 C -0.131
12 C -0.230
13 O -0.060
14 C -0.244
15 N 0.154
16 C -0.595
17 Cl 0.742
18 C -0.122
19 B -0.627
20 O 0.195
21 O 0.203
22 N 0.112
23 C -0.540
24 F 0.166
25 F 0.157
26 F 0.154
27 H 0.067
28 H 0.044
29 H 0.073
30 H 0.114
31 H 0.118
32 H 0.124
33 H 0.117
34 H 0.116
35 H 0.106
36 H 0.101
37 H 0.116
38 H 0.133
39 H 0.063
40 H 0.132
41 H 0.145
42 H 0.127
43 H 0.128
44 H 0.103
45 H 0.088
46 H 0.113
47 H 0.116
48 H 0.089
49 H 0.119
50 H 0.118
51 H 0.167
52 H 0.117
53 H 0.095
54 C -0.104
55 C -0.105
56 O 0.068
57 C -0.582
58 O 0.154
59 O 0.059
60 H 0.133
61 H 0.136
62 H 0.117
63 H 0.136
64 C -0.082
65 C -0.094
66 O 0.061
67 C -0.575
68 O 0.121
69 O 0.082
70 H 0.141
71 H 0.140
72 H 0.128
73 H 0.128
74 C -0.107
75 C -0.105
76 O 0.054
77 C -0.580
78 O 0.157
79 O 0.070
80 H 0.136
81 H 0.121
82 H 0.136
83 H 0.132